{
  "formula": "C22H37N3O3",
  "method": "ωB97M-V/def2-TZVPD",
  "e_above_lowest_kcal_mol": 41.0,
  "gap_ev": 9.9,
  "molar_mass_g_mol": 391.56,
  "smiles": "CCC(CC)(CC)C(=O)N1C[C@H]2ON=C(CNC(=O)C3CCCCCC3)[C@@H]2C1",
  "elements": ["C", "C", "C", "C", "C", "C", "C", "C", "O", "N", "C", "C", "O", "N", "C", "C", "N", "C", "O", "C", "C", "C", "C", "C", "C", "C", "C", "C", "H", "H", "H", "H", "H", "H", "H", "H", "H", "H", "H", "H", "H", "H", "H", "H", "H", "H", "H", "H", "H", "H", "H", "H", "H", "H", "H", "H", "H", "H", "H", "H", "H", "H", "H", "H", "H"],
  "coordinates": [[-3.686, -2.046, 0.326], [-2.356, -2.102, 1.073], [-1.178, -2.635, 0.232], [-1.527, -4.012, -0.367], [-2.008, -5.066, 0.625], [-0.866, -1.672, -0.943], [0.542, -1.795, -1.518], [0.087, -2.822, 1.097], [0.740, -3.853, 1.033], [0.511, -1.840, 1.948], [1.763, -2.122, 2.702], [1.876, -0.821, 3.457], [3.081, -0.271, 3.970], [2.836, 1.129, 3.980], [1.869, 1.400, 3.189], [1.423, 2.808, 2.952], [1.542, 3.142, 1.544], [0.513, 2.929, 0.680], [-0.576, 2.531, 1.062], [0.822, 3.149, -0.790], [1.010, 1.758, -1.418], [1.615, 1.803, -2.823], [0.598, 1.921, -3.960], [-0.575, 2.869, -3.694], [-0.220, 4.154, -2.939], [-0.281, 4.000, -1.419], [1.456, 0.181, 2.423], [0.131, -0.401, 1.985], [-4.451, -1.594, 0.959], [-3.613, -1.439, -0.578], [-4.039, -3.036, 0.037], [-2.131, -1.097, 1.424], [-2.467, -2.721, 1.967], [-2.298, -3.852, -1.125], [-0.648, -4.392, -0.887], [-2.192, -6.009, 0.108], [-1.260, -5.249, 1.394], [-2.942, -4.776, 1.111], [-1.590, -1.878, -1.735], [-1.052, -0.637, -0.642], [0.651, -1.168, -2.404], [1.301, -1.483, -0.795], [0.771, -2.823, -1.801], [1.638, -3.008, 3.319], [2.602, -2.287, 2.022], [1.137, -0.812, 4.273], [0.373, 2.919, 3.222], [2.021, 3.490, 3.554], [2.441, 3.406, 1.180], [1.777, 3.682, -0.877], [1.672, 1.179, -0.765], [0.050, 1.235, -1.421], [2.320, 2.638, -2.869], [2.213, 0.904, -2.989], [1.128, 2.244, -4.860], [0.195, 0.930, -4.187], [-1.033, 3.121, -4.653], [-1.350, 2.347, -3.125], [0.764, 4.521, -3.252], [-0.932, 4.934, -3.216], [-1.242, 3.555, -1.147], [-0.256, 4.988, -0.952], [2.150, 0.102, 1.571], [-0.200, -0.041, 1.019], [-0.654, -0.210, 2.720]],
  "atomic_forces_ev_per_a": [[-0.0048, 0.0001, -0.0015], [-0.0011, 0.0031, -0.0027], [-0.0108, -0.0045, 0.0003], [0.0026, -0.0182, -0.0084], [0.0021, -0.0024, 0.0028], [0.0063, 0.0052, 0.0068], [-0.0007, 0.0089, 0.0028], [0.0199, 0.0257, -0.0322], [0.0040, -0.0243, 0.0266], [0.0183, 0.0190, -0.0051], [-0.0010, -0.0076, -0.0166], [-0.0121, 0.0107, -0.0191], [0.0021, 0.0028, -0.0081], [-0.0153, 0.0064, 0.0175], [-0.0690, -0.0110, -0.0165], [0.1327, -0.0241, -0.0152], [-0.0544, 0.0929, 0.0261], [-0.0334, -0.0187, -0.0152], [0.0258, -0.0228, 0.0014], [0.0097, 0.0021, -0.0076], [0.0060, -0.0035, -0.0001], [-0.0028, -0.0037, -0.0015], [-0.0019, -0.0002, 0.0006], [0.0047, 0.0035, 0.0022], [0.0002, -0.0067, 0.0011], [0.0051, -0.0142, 0.0031], [-0.0042, -0.0173, 0.0135], [-0.0183, -0.0078, 0.0207], [-0.0013, -0.0003, 0.0002], [-0.0002, -0.0001, 0.0012], [0.0014, 0.0070, 0.0015], [0.0100, 0.0169, 0.0094], [0.0027, 0.0015, -0.0010], [-0.0013, -0.0039, 0.0007], [-0.0108, -0.0006, -0.0013], [0.0037, -0.0010, 0.0001], [-0.0035, -0.0005, 0.0004], [0.0011, -0.0029, -0.0038], [-0.0004, 0.0049, 0.0002], [-0.0008, -0.0068, 0.0049], [0.0004, 0.0015, -0.0014], [0.0018, 0.0027, 0.0003], [-0.0040, 0.0018, 0.0022], [0.0003, 0.0004, 0.0022], [0.0011, -0.0035, 0.0022], [0.0030, 0.0038, 0.0000], [-0.0044, -0.0034, 0.0077], [-0.0004, 0.0020, 0.0030], [-0.0011, -0.0036, -0.0007], [-0.0003, 0.0016, 0.0035], [0.0043, -0.0013, 0.0007], [-0.0052, -0.0075, -0.0056], [0.0005, 0.0006, 0.0002], [-0.0014, -0.0001, 0.0018], [0.0008, -0.0004, 0.0000], [0.0003, 0.0006, -0.0006], [-0.0014, -0.0006, 0.0004], [-0.0002, -0.0013, 0.0000], [0.0002, 0.0005, -0.0021], [-0.0001, 0.0009, 0.0016], [-0.0012, 0.0050, 0.0003], [0.0011, -0.0009, 0.0017], [0.0060, -0.0027, 0.0048], [-0.0046, -0.0068, -0.0025], [-0.0058, 0.0033, -0.0079]],
  "nbo_charge": [-0.613, -0.388, -0.136, -0.383, -0.619, -0.386, -0.616, 0.720, -0.640, -0.456, -0.223, 0.089, -0.367, -0.091, 0.213, -0.269, -0.614, 0.702, -0.649, -0.292, -0.395, -0.407, -0.394, -0.404, -0.403, -0.394, -0.311, -0.202, 0.215, 0.204, 0.206, 0.205, 0.209, 0.196, 0.225, 0.212, 0.224, 0.193, 0.211, 0.197, 0.209, 0.198, 0.220, 0.224, 0.210, 0.169, 0.246, 0.228, 0.402, 0.192, 0.208, 0.212, 0.195, 0.216, 0.204, 0.202, 0.212, 0.196, 0.194, 0.214, 0.221, 0.209, 0.216, 0.231, 0.204]
}